Formula: C16H46BCl3F4N4O
Source: the OMol25 dataset
Level of theory: wB97M-V/def2-TZVPD

HOMO-LUMO gap ... 5.544 eV
LUMO level ... -0.8 eV
HOMO energy ... -6.35 eV
Energy above the lowest of the compared OMol25 structures with the same formula, charge and spin ... 7.513 eV
Spin multiplicity ... 1

Last column: Mulliken charge in e.
Geometry (Å):
N  -5.21753  -2.16244  -6.05360  -0.51
H  -4.78367  -2.32849  -5.15677  0.34
H  -5.57614  -1.22029  -6.11561  0.33
H  -5.96492  -2.82494  -6.20396  0.37
H  -4.53186  -2.22812  -6.79228  0.37
N  -3.89417  2.04924  -1.78123  -0.45
H  -3.01074  2.51743  -1.63828  0.39
H  -4.53050  2.46938  -1.11891  0.30
H  -3.83981  1.04204  -1.72931  0.32
H  -4.21440  2.22929  -2.72204  0.37
C  5.62713  -0.27209  -2.13643  -1.20
C  4.91157  -1.42604  -2.87444  -0.36
N  3.39984  -0.96964  -3.27815  0.07
C  2.53130  -0.90817  -2.03041  -1.12
C  3.34084  0.47461  -3.90957  -0.60
C  4.14461  0.72645  -5.25993  -1.11
C  2.64041  -1.87065  -4.37682  -0.57
C  2.59702  -3.30699  -3.93680  -0.69
O  3.93772  -3.80376  -3.91705  -0.28
C  3.98271  -5.15213  -3.56033  -0.85
H  5.11019  -0.15369  -1.18415  0.35
H  5.72481  0.63205  -2.73734  0.25
H  6.62954  -0.53610  -1.79942  0.43
H  4.82799  -2.31432  -2.24828  0.36
H  5.38409  -1.75535  -3.79984  0.42
H  2.64086  -1.80794  -1.42501  0.37
H  1.51256  -0.66683  -2.33375  0.44
H  2.87994  -0.07820  -1.41582  0.49
H  3.78679  1.25365  -3.29124  0.49
H  2.27012  0.65455  -4.00591  0.50
H  3.91232  1.77946  -5.41905  0.43
H  3.91935  0.09284  -6.11777  0.33
H  5.21522  0.60532  -5.09498  0.28
H  3.23374  -1.79185  -5.28778  0.31
H  1.65755  -1.43901  -4.56595  0.42
H  2.12194  -3.77601  -4.79844  0.48
H  2.00752  -3.44676  -3.03068  0.40
H  3.78573  -5.30178  -2.49877  0.33
H  4.99585  -5.51610  -3.73112  0.27
H  3.37010  -5.80417  -4.18296  0.33
C  1.27728  4.13728  5.64779  -1.33
C  0.07454  3.15322  5.91341  -0.26
C  0.41550  1.77748  5.33559  -0.93
N  -0.67588  0.71396  5.52126  0.07
C  -1.08963  0.55019  7.06616  -0.93
C  -1.98361  1.13764  4.74638  -0.55
C  -2.69943  -0.20907  4.52590  -0.76
C  -1.66691  -1.34534  4.65446  -0.62
C  -0.30338  -0.68386  4.89408  -0.53
H  1.10674  5.10955  6.11007  0.38
H  1.26179  4.29778  4.56978  0.38
H  2.26148  3.80537  5.97837  0.33
H  -0.93329  3.51223  5.70488  0.38
H  0.15112  3.00747  6.99090  0.30
H  1.21661  1.25146  5.85485  0.49
H  0.69695  1.83626  4.28420  0.45
H  -1.86556  -0.21516  7.08287  0.42
H  -1.56858  1.44441  7.46500  0.35
H  -0.12284  0.38488  7.54165  0.34
H  -2.58397  1.84827  5.31442  0.39
H  -1.58502  1.60365  3.84523  0.42
H  -3.67055  -0.31051  5.01039  0.36
H  -2.96955  -0.23453  3.47020  0.36
H  -1.80271  -2.04667  5.47774  0.32
H  -1.54056  -1.94925  3.75588  0.41
H  0.29549  -1.38236  5.47852  0.36
H  0.20501  -0.48931  3.94974  0.41
Cl  -6.77455  2.14853  -5.88638  -0.91
Cl  -3.37807  -2.62651  -1.64301  -0.94
Cl  0.55225  4.39621  -0.74415  -0.97
B  -7.81699  2.35567  1.11354  0.59
F  -6.55425  2.79066  1.52319  -0.45
F  -8.64857  3.33500  1.18657  -0.30
F  -7.65612  1.85678  -0.17433  -0.42
F  -8.16042  1.37382  1.99538  -0.41


Formula: C5H6N8O2
Source: the OMol25 dataset
Level of theory: wB97M-V/def2-TZVPD

HOMO-LUMO gap ... 8.307 eV
LUMO level ... 0.3 eV
HOMO energy ... -8.03 eV
Energy above the lowest of the compared OMol25 structures with the same formula, charge and spin ... 0.541 eV
Spin multiplicity ... 1

Last column: Mulliken charge in e.
Geometry (Å):
C  0.61461  -2.94001  -0.58697  -0.52
C  0.24115  -1.68404  -0.01562  0.93
C  0.10673  0.51988  0.98412  0.04
C  0.51903  -0.87579  1.05099  -0.27
C  -0.88185  3.44645  -0.67579  -0.70
N  -0.04021  -3.17545  -1.65092  -0.56
N  -0.66681  -1.20872  -0.91757  0.04
N  0.65908  1.44196  1.78129  -0.21
N  0.38032  2.57063  1.20091  -0.74
N  -0.80764  -2.20527  -1.89960  -0.19
N  -0.56299  1.08909  -0.02541  -0.58
N  -0.36941  2.38009  0.17797  0.74
N  1.31008  -1.36142  2.10585  0.98
O  1.40746  -2.56914  2.18701  -0.67
O  1.90477  -0.49642  2.76509  -0.57
H  1.31034  -3.58295  -0.17800  0.56
H  -0.26455  3.64678  -1.57477  0.27
H  -1.66847  2.95944  -1.04558  0.33
H  -0.97694  4.32499  -0.02291  0.29
H  -1.49339  -2.13939  -2.65338  0.24
H  -0.72130  -0.14071  -1.00670  0.60


Formula: C13H23HgN4O3
Source: the OMol25 dataset
Level of theory: wB97M-V/def2-TZVPD

HOMO-LUMO gap (alpha / beta) ... 8.027 / 6.338 eV
LUMO level (alpha / beta) ... 0.6 / -1.5 eV
HOMO energy (alpha / beta) ... -7.39 / -7.85 eV
Spin multiplicity ... 2

Last column: Löwdin spin population.
Geometry (Å):
Hg  -1.14294  -1.77809  0.66106  0.52
N  1.85510  -1.67640  0.09379  0.05
C  2.37763  -2.18462  -1.16181  0.00
C  1.85601  -1.38506  -2.36628  0.00
N  0.41270  -1.21953  -2.41472  0.01
C  -0.23737  -2.16697  -3.30170  0.00
C  -0.66637  -3.48331  -2.64404  0.01
N  -1.83788  -3.28933  -1.80829  0.10
C  0.00963  0.15646  -2.67334  0.00
C  0.31539  1.11842  -1.51906  0.00
N  -0.48612  0.79165  -0.36100  0.05
H  2.10078  -0.69940  0.21017  0.00
H  2.23651  -2.19793  0.87424  0.00
H  2.08288  -3.23248  -1.24655  0.00
H  3.48287  -2.14120  -1.21068  0.00
H  2.22697  -1.88689  -3.27644  0.00
H  2.32659  -0.39896  -2.33755  0.00
H  0.41306  -2.41415  -4.15974  0.00
H  -1.14387  -1.71076  -3.70708  0.00
H  0.12890  -3.87252  -2.01078  0.00
H  -0.85642  -4.20615  -3.45722  0.00
H  -2.17234  -4.16893  -1.43268  0.00
H  -2.59151  -2.85170  -2.32545  0.00
H  -1.07330  0.17048  -2.80783  0.00
H  0.47799  0.54807  -3.59513  0.00
H  0.13481  2.14436  -1.88276  0.00
H  1.36521  1.04995  -1.22673  0.00
H  -1.46513  1.02582  -0.48896  0.00
H  -0.17906  1.27621  0.47362  0.00
O  -2.96803  3.04916  3.58610  0.00
C  -1.61608  2.98419  3.57272  0.00
C  -0.83642  4.07570  3.95640  0.00
C  0.54442  4.01160  3.92689  0.00
C  1.17197  2.84185  3.53881  0.00
C  0.40647  1.74501  3.18703  0.00
C  -0.97810  1.80639  3.18617  0.01
C  -1.67138  0.56104  2.61086  0.02
O  -2.41208  0.72998  1.64431  0.05
O  -1.26399  -0.50182  3.10618  0.15
H  -3.24576  3.93384  3.85766  0.00
H  -1.33082  4.98411  4.28059  0.00
H  1.13023  4.87175  4.21708  0.00
H  2.24834  2.78158  3.51599  0.00
H  0.87050  0.80858  2.91612  0.00